Record 1
Here is a cluster of 9 separate species, H17O9 in total from the OMol25 dataset. Energies are from ωB97M-V/def2-TZVPD.

The calculation puts the molar mass at 161.13 g/mol. Its frontier orbital gap is 10.22 eV. Its largest force on an atom is 1.23 eV Å⁻¹. The calculation puts the energy relative to the best compared isomer or geometry (same formula, charge and spin) at 0.0 kcal per mole. The value obtained for the calculated total energy is -18706.525 eV.

ORCA input file:
```
! RIJCOSX wB97M-V def2-TZVPD def2/J DEFGRID3
* xyz -1 1
O 1.61 1.28 2.89
H 2.29 0.76 2.46
H 0.86 1.30 2.30
O 2.15 -1.04 0.77
H 1.23 -0.90 0.40
O -1.42 0.21 -1.91
H -0.95 -0.16 -1.11
H -2.25 0.48 -1.51
O -0.98 1.02 1.70
H -0.94 0.73 2.63
H -0.70 0.20 1.12
O 3.32 -2.40 -1.30
H 2.39 -2.60 -1.45
H 3.31 -1.72 -0.61
O -3.09 2.12 0.42
H -2.32 1.55 0.62
H -2.78 3.03 0.44
O -0.42 -1.00 0.19
H -0.98 -1.57 0.75
H 2.16 -1.93 1.16
O -0.31 2.93 -1.53
H -1.02 2.91 -2.18
H -0.58 2.28 -0.89
O -0.09 -2.92 -1.84
H -0.09 -2.31 -1.05
H -0.39 -2.25 -2.48
*
```

=====

Record 2
Here is a cluster of 9 separate species, H17O9 in total from the OMol25 dataset. Energies are from ωB97M-V/def2-TZVPD.

The calculation puts the molar mass at 161.13 g/mol. Its frontier orbital gap is 8.85 eV. Its largest force on an atom is 1.68 eV Å⁻¹. The calculation puts the energy relative to the best compared isomer or geometry (same formula, charge and spin) at 34.1 kcal per mole. The value obtained for the calculated total energy is -18705.044 eV.

ORCA input file:
```
! RIJCOSX wB97M-V def2-TZVPD def2/J DEFGRID3
* xyz -1 1
O 2.39 -0.06 -0.49
H -1.05 2.27 -1.37
H -0.15 -1.05 -0.43
O 0.02 -0.20 1.37
H -2.13 -2.51 0.80
O -1.39 0.03 3.68
H -1.06 -0.49 2.92
H -1.44 0.88 3.24
O -2.01 -3.07 1.57
H 1.58 2.02 -0.87
H 0.75 2.19 -2.44
O -0.74 -1.09 -1.19
H 1.55 0.14 -0.94
H -1.43 -2.53 2.12
O 0.63 1.93 -0.87
H -0.27 2.19 -3.54
H -0.37 0.27 0.61
O -1.76 1.66 -1.71
H -2.16 1.41 -0.87
H 0.94 -0.01 1.56
O 1.75 -2.29 1.05
H 1.76 -2.93 0.32
H 2.02 -1.50 0.52
O 0.68 2.38 -3.44
H -0.73 -0.28 -1.73
H 2.60 0.65 0.13
*
```

=====

Record 3
Here is a cluster of 6 separate species, H18N6 in total from the OMol25 dataset. Energies are from ωB97M-V/def2-TZVPD.

The calculation puts the molar mass at 102.19 g/mol. Its frontier orbital gap (alpha / beta) is 10.23 / 3.18 eV. Its largest force on an atom is 3.75 eV Å⁻¹. The calculation puts the energy relative to the best compared isomer or geometry (same formula, charge and spin) at 0.0 kcal per mole. The value obtained for the calculated total energy is -9222.800 eV.

ORCA input file:
```
! RIJCOSX wB97M-V def2-TZVPD def2/J DEFGRID3
* xyz 1 2
N 1.87 2.06 1.55
H 0.94 1.75 1.60
H 2.30 2.74 2.09
H 2.42 1.49 1.02
N 0.00 2.52 -0.77
H 0.41 1.64 -0.95
H -0.96 2.43 -0.99
H 0.16 2.92 0.17
N 1.50 -1.74 1.05
H 1.56 -1.15 0.16
H 2.47 -1.86 1.35
H 0.94 -1.22 1.68
N -2.56 0.35 0.02
H -3.25 0.42 -0.65
H -2.93 0.75 0.91
H -2.40 -0.60 0.18
N 0.77 -0.57 -1.74
H 1.25 0.25 -2.10
H 0.01 -0.29 -1.20
H 0.60 -1.17 -2.50
N -1.43 -2.58 -0.18
H -0.98 -2.47 0.70
H -0.86 -2.17 -1.04
H -1.83 -3.51 -0.36
*
```

=====

Record 4
Here is a structure of composition H18O25S2V4 from the OMol25 dataset. Energies are from ωB97M-V/def2-TZVPD.

The calculation puts the molar mass at 686.03 g/mol. Its frontier orbital gap is 6.68 eV. Its largest force on an atom is 4.22 eV Å⁻¹. The value obtained for the calculated total energy is -175904.526 eV.

ORCA input file:
```
! RIJCOSX wB97M-V def2-TZVPD def2/J DEFGRID3
* xyz 0 1
O -3.86 -0.12 2.27
V -3.40 -0.31 0.72
O -3.18 -1.81 0.32
O -0.35 4.97 -0.69
V 0.26 3.56 -0.48
O 1.33 3.29 -1.62
O 0.54 0.85 3.71
V 1.92 0.39 3.04
O 2.70 1.73 2.72
O -1.42 -2.24 -1.73
V -1.11 -0.86 -2.48
O -1.89 -0.99 -3.90
S -2.75 1.79 -1.23
O -3.67 2.27 -2.23
O -2.44 0.34 -1.50
O -1.51 2.55 -1.22
O -3.41 1.75 0.10
S 0.09 0.15 0.45
O -1.21 -0.21 0.99
O 1.19 -0.48 1.25
O 0.29 -0.30 -0.95
O 0.22 1.60 0.61
O 0.68 -3.72 -0.09
H 1.31 -3.07 -0.45
H -0.20 -3.37 -0.32
O -1.98 -0.62 4.47
H -1.25 -0.30 5.02
H -1.92 -0.10 3.66
O 0.68 -1.72 -3.39
H 1.26 -2.42 -3.06
H 0.66 -1.82 -4.35
O -0.28 1.16 -3.42
H 0.66 1.25 -3.64
H -0.70 1.99 -3.66
O 2.49 0.70 -2.74
H 3.05 1.12 -2.08
H 1.91 0.10 -2.25
O 2.84 -1.97 -0.55
H 2.17 -1.30 -0.71
H 3.16 -1.75 0.33
O 3.76 -0.96 2.46
H 4.65 -0.61 2.55
H 3.84 -1.92 2.61
O -0.16 -2.86 2.68
H -0.40 -2.01 2.31
H 0.28 -3.32 1.94
O -1.36 3.49 1.62
H -2.31 3.58 1.47
H -1.18 2.55 1.44
*
```

=====

Record 5
Here is a cluster of 9 separate species, H18O9 in total from the OMol25 dataset. Energies are from ωB97M-V/def2-TZVPD.

The calculation puts the molar mass at 162.14 g/mol. Its frontier orbital gap is 10.10 eV. Its largest force on an atom is 0.60 eV Å⁻¹. The calculation puts the energy relative to the best compared isomer or geometry (same formula, charge and spin) at 56.8 kcal per mole. As for the structure (SMILES): O.O.O.O.O.O.O.O.O. The value obtained for the calculated total energy is -18719.671 eV.

ORCA input file:
```
! RIJCOSX wB97M-V def2-TZVPD def2/J DEFGRID3
* xyz 0 1
O -11.86 5.38 21.46
H -11.44 4.52 21.43
H -11.24 5.97 21.03
O -5.39 7.11 22.25
H -5.08 7.98 22.01
H -6.21 7.00 21.75
O -10.38 8.42 17.11
H -10.93 9.03 17.59
H -9.49 8.65 17.39
O -11.37 8.76 22.36
H -10.53 8.40 22.08
H -11.85 8.01 22.72
O -9.53 4.92 17.82
H -9.66 4.07 18.23
H -8.58 5.01 17.74
O -12.23 5.78 17.66
H -11.34 5.49 17.80
H -12.18 6.36 16.89
O -7.24 5.40 20.05
H -6.80 4.80 20.65
H -6.84 5.22 19.20
O -9.60 7.07 20.43
H -8.77 6.60 20.34
H -9.84 7.31 19.53
O -8.94 5.36 23.10
H -8.78 5.71 22.22
H -9.32 6.10 23.58
*
```

=====

Record 6
Here is a cluster of 9 separate species, H18O9 in total from the OMol25 dataset. Energies are from ωB97M-V/def2-TZVPD.

The calculation puts the molar mass at 162.13 g/mol. Its frontier orbital gap is 9.84 eV. Its largest force on an atom is 2.79 eV Å⁻¹. The calculation puts the energy relative to the best compared isomer or geometry (same formula, charge and spin) at 96.9 kcal per mole. As for the structure (SMILES): O.O.O.O.O.O.O.O.O. The value obtained for the calculated total energy is -18717.933 eV.

ORCA input file:
```
! RIJCOSX wB97M-V def2-TZVPD def2/J DEFGRID3
* xyz 0 1
H 0.35 -1.69 -1.61
H 0.72 -2.54 -0.41
H -2.40 -3.26 -0.38
H -1.36 -2.38 0.29
H -0.02 -0.05 -2.19
H 1.50 -0.12 -2.12
H 2.82 1.87 0.66
H 2.17 1.94 -0.71
H -0.88 1.00 3.37
H -0.08 -0.29 3.26
H -3.70 -0.47 1.24
H -3.47 -1.06 -0.14
H -1.62 -0.03 -0.07
H -0.31 0.27 0.65
H 4.59 -0.34 1.41
H 3.90 -1.35 0.51
H -0.89 2.57 -0.53
H -1.83 3.47 -1.30
O 0.29 -1.72 -0.65
O -1.56 -2.80 -0.55
O 0.77 0.50 -2.25
O 2.94 1.60 -0.25
O -0.47 0.41 2.72
O -3.78 -0.27 0.30
O -1.08 0.70 0.26
O 4.77 -0.99 0.72
O -1.80 2.88 -0.54
*
```

=====

Record 7
Here is a cluster of 9 separate species, H18O9 in total from the OMol25 dataset. Energies are from ωB97M-V/def2-TZVPD.

The calculation puts the molar mass at 162.13 g/mol. Its frontier orbital gap is 10.76 eV. Its largest force on an atom is 3.70 eV Å⁻¹. The calculation puts the energy relative to the best compared isomer or geometry (same formula, charge and spin) at 87.9 kcal per mole. As for the structure (SMILES): O.O.O.O.O.O.O.O.O. The value obtained for the calculated total energy is -18718.324 eV.

ORCA input file:
```
! RIJCOSX wB97M-V def2-TZVPD def2/J DEFGRID3
* xyz 0 1
H 0.85 0.29 0.17
H 0.41 -0.85 -0.57
H -4.35 -2.58 0.13
H -3.66 -2.70 1.42
H 0.86 0.41 3.80
H -0.33 -0.42 3.61
H 3.71 1.43 -1.27
H 3.22 1.56 0.02
H 2.90 -3.85 -3.24
H 3.01 -5.06 -2.21
H -2.89 -0.73 -1.36
H -3.70 -1.25 -2.37
H -1.27 5.20 -0.42
H -1.70 3.82 0.14
H 4.19 0.50 2.93
H 5.22 0.34 4.06
H -3.03 2.65 -3.19
H -3.31 1.34 -2.28
O 0.08 0.01 -0.26
O -3.56 -2.33 0.53
O 0.50 -0.48 4.07
O 3.20 0.88 -0.62
O 2.51 -4.28 -2.51
O -3.61 -0.45 -1.96
O -0.94 4.39 0.03
O 4.36 0.18 3.84
O -2.68 2.00 -2.52
*
```

=====

Record 8
Here is a cluster of 9 separate species, H18O9 in total from the OMol25 dataset. Energies are from ωB97M-V/def2-TZVPD.

The calculation puts the molar mass at 162.14 g/mol. Its frontier orbital gap is 10.25 eV. Its largest force on an atom is 0.40 eV Å⁻¹. The calculation puts the energy relative to the best compared isomer or geometry (same formula, charge and spin) at 49.7 kcal per mole. As for the structure (SMILES): O.O.O.O.O.O.O.O.O. The value obtained for the calculated total energy is -18719.981 eV.

ORCA input file:
```
! RIJCOSX wB97M-V def2-TZVPD def2/J DEFGRID3
* xyz 0 1
O -9.43 19.48 19.51
H -8.65 19.00 19.83
H -10.07 18.81 19.21
O -7.54 18.05 21.59
H -7.62 17.41 20.88
H -6.86 18.67 21.27
O -8.54 21.70 17.90
H -8.84 20.95 18.44
H -9.33 22.22 17.76
O -11.35 17.48 18.57
H -11.33 16.76 19.21
H -10.93 17.12 17.77
O -7.58 16.63 17.13
H -7.71 16.79 18.07
H -6.64 16.47 17.04
O -10.42 17.54 22.45
H -9.71 18.16 22.21
H -10.28 16.77 21.90
O -6.40 19.16 19.07
H -6.73 19.75 18.38
H -5.73 18.62 18.62
O -10.66 21.86 20.89
H -11.46 21.38 21.13
H -10.11 21.20 20.45
O -12.99 19.90 18.05
H -12.78 18.97 17.88
H -13.09 19.95 19.00
*
```

=====

Record 9
Here is a cluster of 9 separate species, H18O9 in total from the OMol25 dataset. Energies are from ωB97M-V/def2-TZVPD.

The calculation puts the molar mass at 162.13 g/mol. Its frontier orbital gap is 9.95 eV. Its largest force on an atom is 4.01 eV Å⁻¹. The calculation puts the energy relative to the best compared isomer or geometry (same formula, charge and spin) at 107.4 kcal per mole. As for the structure (SMILES): O.O.O.O.O.O.O.O.O. The value obtained for the calculated total energy is -18717.478 eV.

ORCA input file:
```
! RIJCOSX wB97M-V def2-TZVPD def2/J DEFGRID3
* xyz 0 1
H -0.43 -0.82 -0.72
H -1.41 0.36 -0.28
H -1.15 -4.12 -0.49
H -0.35 -4.19 0.81
H 3.92 -0.52 -0.50
H 2.80 -0.10 -1.46
H -3.13 0.88 -0.96
H -3.13 1.83 0.15
H -7.02 -0.92 0.11
H -5.57 -0.70 0.43
H 2.72 -3.51 0.99
H 1.29 -3.17 0.61
H 0.77 3.62 1.11
H 0.68 5.13 0.59
H 3.51 2.94 -0.01
H 2.93 1.58 -0.06
H 1.23 -0.73 1.63
H 1.54 -1.04 0.10
O -0.96 -0.50 -0.02
O -0.35 -3.70 -0.10
O 3.58 0.20 -1.06
O -2.99 1.85 -0.75
O -6.33 -0.34 -0.04
O 2.19 -3.04 0.30
O 0.20 4.36 1.02
O 2.83 2.43 -0.57
O 1.92 -0.81 0.97
*
```

=====

Record 10
Here is a structure of composition H18O9 from the OMol25 dataset. Energies are from ωB97M-V/def2-TZVPD.

The calculation puts the molar mass at 162.14 g/mol. Its frontier orbital gap is 6.79 eV. Its largest force on an atom is 6.77 eV Å⁻¹. The calculation puts the energy relative to the best compared isomer or geometry (same formula, charge and spin) at 221.8 kcal per mole. The value obtained for the calculated total energy is -18712.516 eV.

ORCA input file:
```
! RIJCOSX wB97M-V def2-TZVPD def2/J DEFGRID3
* xyz 0 1
O -0.24 -0.10 -0.28
H -0.07 0.39 0.52
H -0.05 0.52 -0.98
O 0.45 0.80 1.88
H 1.37 1.08 1.93
H -0.03 1.51 2.32
O -1.83 -1.66 0.28
H -2.07 -1.64 1.21
H -1.20 -0.95 0.18
O 1.42 -1.61 0.47
H 1.52 -1.20 1.33
H 0.89 -0.98 -0.03
O -0.02 -0.77 -3.51
H -0.68 -0.72 -4.20
H -0.17 0.01 -2.98
O -0.29 1.48 -1.66
H -0.81 2.19 -1.30
H 0.32 1.91 -2.26
O 0.27 3.36 0.67
H 0.59 2.51 0.39
H 0.33 3.35 1.62
O 0.93 -1.13 2.53
H 0.48 -0.32 2.31
H 1.71 -0.86 3.00
O -1.06 -2.67 -1.39
H -0.67 -1.82 -1.60
H -1.12 -2.68 -0.43
*
```

=====

Record 11
Here is a cluster of 9 separate species, H18O9 in total from the OMol25 dataset. Energies are from ωB97M-V/def2-TZVPD.

The calculation puts the molar mass at 162.14 g/mol. Its frontier orbital gap is 10.81 eV. Its largest force on an atom is 0.39 eV Å⁻¹. The calculation puts the energy relative to the best compared isomer or geometry (same formula, charge and spin) at 67.2 kcal per mole. As for the structure (SMILES): O.O.O.O.O.O.O.O.O. The value obtained for the calculated total energy is -18719.222 eV.

ORCA input file:
```
! RIJCOSX wB97M-V def2-TZVPD def2/J DEFGRID3
* xyz 0 1
O 4.52 1.58 -0.02
H 4.19 2.05 -0.79
H 3.91 0.85 0.09
O 0.00 1.01 0.08
H -0.53 0.22 0.13
H 0.38 1.00 -0.80
O 0.14 -2.07 -3.29
H -0.55 -2.73 -3.20
H 0.02 -1.71 -4.16
O -1.03 -4.21 2.05
H -1.08 -3.50 2.69
H -1.90 -4.22 1.65
O 0.27 4.32 2.68
H 0.31 3.69 1.96
H 0.27 5.18 2.25
O -2.97 -0.89 3.50
H -3.40 -0.46 4.25
H -3.49 -0.61 2.74
O 2.21 2.51 -3.16
H 1.59 3.23 -3.21
H 2.38 2.28 -4.08
O 2.92 -2.88 -0.19
H 2.29 -2.48 -0.79
H 2.56 -3.74 -0.01
O -4.46 0.46 0.24
H -4.41 -0.17 -0.48
H -4.14 1.28 -0.14
*
```

=====

Record 12
Here is a cluster of 9 separate species, H18O9 in total from the OMol25 dataset. Energies are from ωB97M-V/def2-TZVPD.

The calculation puts the molar mass at 162.14 g/mol. Its frontier orbital gap is 10.65 eV. Its largest force on an atom is 12.29 eV Å⁻¹. The calculation puts the energy relative to the best compared isomer or geometry (same formula, charge and spin) at 101.1 kcal per mole. As for the structure (SMILES): O.O.O.O.O.O.O.O.O. The value obtained for the calculated total energy is -18717.752 eV.

ORCA input file:
```
! RIJCOSX wB97M-V def2-TZVPD def2/J DEFGRID3
* xyz 0 1
O -0.84 3.30 0.55
H -0.25 3.54 1.15
H -1.57 3.93 0.67
O 2.69 1.76 -0.54
H 2.07 2.45 -0.84
H 2.29 0.89 -0.91
O -1.99 1.37 2.45
H -1.50 0.52 2.40
H -1.53 1.92 1.88
O 1.74 -0.78 -1.10
H 1.82 -0.91 -1.97
H 2.43 -0.96 -0.69
O -0.66 -0.33 0.40
H -0.05 0.50 0.09
H -0.20 -1.19 0.17
O -0.02 -3.27 -0.54
H -0.93 -3.48 -0.15
H -0.06 -2.85 -1.37
O 0.24 2.26 -1.81
H -0.50 2.07 -2.32
H -0.28 2.91 -1.26
O 1.96 -2.75 1.26
H 1.39 -2.86 0.57
H 1.75 -3.44 1.79
O -2.75 -1.84 0.16
H -3.35 -1.31 -0.32
H -1.89 -1.45 0.30
*
```